Entry 1:
# C23H55N4O15S5

A 6-piece molecular cluster, C23H55N4O15S5 overall in a non-equilibrium geometry (ωB97M-V/def2-TZVPD, the Open Molecules 2025 dataset).

Values from the calculation:
HOMO = -0.4262 Ha
Frontier orbital gap = 9.28 eV
F_max = 1.24 eV/Å

The geometry in ORCA input format:
```
! wB97M-V def2-TZVPD RIJCOSX def2/J DEFGRID3
* xyz 1 1
C -4.76 0.97 -6.05
C -3.53 0.50 -5.88
N -3.12 -0.23 -4.75
C -1.90 -0.77 -4.67
N -0.93 -0.76 -5.57
C 0.08 -1.39 -4.98
N -0.21 -1.79 -3.77
C 0.56 -2.47 -2.73
C 0.57 -1.53 -1.53
C 1.76 -0.55 -1.58
C 0.51 -2.30 -0.20
N -1.50 -1.42 -3.55
H -5.61 0.66 -5.47
H -4.91 1.68 -6.84
H -2.76 0.69 -6.61
H -3.74 -0.32 -3.96
H 1.04 -1.53 -5.43
H 0.15 -3.44 -2.49
H 1.57 -2.60 -3.08
H -0.32 -0.92 -1.53
H 1.39 0.47 -1.68
H 2.30 -0.57 -0.64
H 2.43 -0.73 -2.42
H 0.24 -3.33 -0.41
H 1.42 -2.27 0.39
H -0.31 -1.88 0.37
H -2.05 -1.55 -2.71
O -2.22 0.31 0.77
S -3.32 -0.42 0.23
O -3.14 -1.20 -0.97
O -4.55 0.55 0.03
C -4.32 1.76 -0.74
C -4.29 1.47 -2.23
C -4.02 -1.44 1.48
H -3.41 2.25 -0.41
H -5.15 2.42 -0.50
H -3.42 0.88 -2.50
H -4.26 2.40 -2.79
H -5.18 0.91 -2.53
H -4.20 -0.83 2.36
H -3.31 -2.23 1.69
H -4.95 -1.86 1.11
O -0.40 4.60 3.31
S 0.07 3.79 4.39
O 1.46 3.76 4.73
O -0.45 2.30 4.18
C -0.17 1.68 2.90
C 1.26 1.20 2.79
C -0.86 4.15 5.84
H -0.43 2.37 2.09
H -0.86 0.84 2.83
H 1.96 2.03 2.76
H 1.38 0.62 1.87
H 1.52 0.57 3.64
H -1.92 4.12 5.59
H -0.58 5.14 6.18
H -0.62 3.41 6.60
O -2.06 3.64 -5.32
S -1.26 3.91 -4.17
O -1.85 4.08 -2.88
O -0.30 5.14 -4.47
C -0.90 6.37 -4.95
C -1.55 7.16 -3.84
C 0.01 2.69 -4.06
H -1.61 6.14 -5.75
H -0.09 6.93 -5.39
H -2.43 6.65 -3.44
H -1.86 8.14 -4.21
H -0.85 7.31 -3.01
H 0.49 2.59 -5.02
H -0.48 1.75 -3.77
H 0.72 2.99 -3.29
O 5.00 -1.51 1.06
S 5.06 -2.29 -0.14
O 3.86 -2.81 -0.73
O 6.11 -3.46 0.04
C 5.97 -4.32 1.19
C 4.87 -5.35 1.02
C 5.95 -1.39 -1.37
H 5.81 -3.72 2.09
H 6.93 -4.82 1.30
H 3.88 -4.88 1.00
H 4.88 -6.06 1.84
H 4.99 -5.89 0.08
H 6.88 -1.04 -0.94
H 5.32 -0.56 -1.68
H 6.13 -2.05 -2.22
O 0.72 -1.77 4.53
S 1.55 -2.38 5.52
O 2.23 -3.60 5.23
O 0.72 -2.55 6.86
C -0.56 -3.22 6.78
C -0.42 -4.73 6.70
C 2.71 -1.20 6.13
H -1.13 -2.83 5.95
H -1.08 -2.95 7.70
H 0.03 -5.03 5.75
H -1.39 -5.20 6.78
H 0.23 -5.10 7.49
H 2.18 -0.29 6.39
H 3.42 -1.01 5.33
H 3.21 -1.62 6.99
*
```

These are the Löwdin partial charges, in e, on atoms 1 to 6:
1 C 0.042
2 C -0.172
3 N 0.113
4 C -0.334
5 N 0.186
6 C -0.064

---

Entry 2:
# C23H56BFN7O3P2

A 3-piece molecular cluster, C23H56BFN7O3P2 overall in a non-equilibrium geometry (ωB97M-V/def2-TZVPD, the Open Molecules 2025 dataset).

Values from the calculation:
HOMO = -0.1519 Ha
Frontier orbital gap = 6.20 eV
F_max = 6.09 eV/Å
Energy above the lowest of the compared OMol25 structures with the same formula, charge and spin = 0.0 kcal/mol

The geometry in ORCA input format:
```
! wB97M-V def2-TZVPD RIJCOSX def2/J DEFGRID3
* xyz -1 1
C -1.75 0.44 1.69
C -1.97 0.47 3.01
B -0.86 0.14 4.16
C -0.70 -1.50 4.44
C -1.12 -2.39 3.32
C -0.12 -2.83 2.27
N -2.34 -2.77 3.24
C 0.56 0.95 3.81
C 1.73 0.13 3.31
C 2.64 0.96 2.40
F 2.54 -0.31 4.39
C -1.46 0.84 5.57
C -0.58 0.43 6.69
C -1.18 0.73 8.25
O -0.93 -0.62 7.42
H -0.76 0.59 1.26
H -2.56 0.19 1.01
H -2.98 0.76 3.33
H -1.39 -1.75 5.24
H 0.29 -1.78 4.80
H -0.30 -3.87 2.00
H 0.91 -2.74 2.60
H -0.28 -2.23 1.37
H -2.46 -3.36 2.41
H 0.35 1.68 3.02
H 0.93 1.55 4.65
H 1.43 -0.74 2.73
H 2.17 0.93 1.42
H 2.69 1.99 2.75
H 3.62 0.50 2.28
H -1.39 1.93 5.53
H -2.45 0.47 5.85
H 0.49 0.60 6.57
H -0.17 1.20 8.45
H -1.14 0.17 9.20
O 3.23 -0.92 -0.67
P 4.38 -1.02 -1.63
N 3.56 -1.32 -3.11
C 2.90 -2.57 -3.40
C 2.79 -0.17 -3.57
N 5.11 -2.40 -0.86
C 5.24 -3.71 -1.46
C 4.88 -2.53 0.58
N 5.85 -0.67 -2.39
C 6.21 -0.90 -3.77
C 6.97 -0.33 -1.52
H 2.68 -2.61 -4.47
H 1.96 -2.71 -2.85
H 3.54 -3.43 -3.22
H 3.45 0.69 -3.73
H 2.01 0.12 -2.85
H 2.31 -0.39 -4.52
H 4.30 -4.27 -1.45
H 5.99 -4.30 -0.92
H 5.61 -3.65 -2.49
H 3.91 -2.99 0.81
H 4.91 -1.57 1.07
H 5.67 -3.15 1.02
H 6.22 -1.97 -4.02
H 7.20 -0.50 -3.96
H 5.54 -0.40 -4.47
H 7.63 -1.20 -1.37
H 6.63 0.00 -0.54
H 7.56 0.48 -1.94
O -3.79 0.55 -1.13
P -4.11 1.73 -1.98
N -5.82 1.80 -1.94
C -6.67 0.91 -2.70
C -6.34 2.04 -0.60
N -3.40 1.20 -3.47
C -4.13 1.02 -4.71
C -2.34 0.21 -3.35
N -3.93 3.35 -2.37
C -4.96 4.28 -2.79
C -2.57 3.84 -2.56
H -7.69 1.31 -2.71
H -6.70 -0.11 -2.30
H -6.38 0.87 -3.75
H -5.96 2.99 -0.21
H -6.06 1.25 0.10
H -7.43 2.11 -0.62
H -4.71 0.09 -4.72
H -3.43 0.99 -5.54
H -4.79 1.87 -4.91
H -2.73 -0.81 -3.24
H -1.71 0.41 -2.49
H -1.71 0.24 -4.25
H -5.41 3.99 -3.75
H -4.54 5.28 -2.90
H -5.76 4.37 -2.06
H -2.31 3.88 -3.63
H -1.85 3.18 -2.07
H -2.44 4.83 -2.13
*
```

These are the Löwdin partial charges, in e, on atoms 1 to 6:
1 C -0.052
2 C -0.097
3 B -0.628
4 C -0.078
5 C -0.465
6 C -0.052

---

Entry 3:
# C23H56Br2GaN4O6

C23H56Br2GaN4O6 as an isolated structure in a non-equilibrium geometry (ωB97M-V/def2-TZVPD, the Open Molecules 2025 dataset).

Values from the calculation:
HOMO = -0.1570 Ha
Frontier orbital gap = 6.62 eV
F_max = 1.88 eV/Å

The geometry in ORCA input format:
```
! wB97M-V def2-TZVPD RIJCOSX def2/J DEFGRID3
* xyz -1 1
C -0.97 -0.15 4.42
C -0.18 -0.27 3.32
Ga 0.18 1.14 1.92
N -1.34 2.28 1.51
C 0.61 0.15 0.11
Br 1.21 -1.70 0.36
C 1.61 0.99 -0.64
C 3.03 0.81 -0.12
Br 1.61 0.64 -2.60
H -2.02 0.11 4.39
H -0.55 -0.37 5.40
H 0.39 -1.21 3.24
H 1.49 1.98 2.33
H -1.29 3.14 2.05
H -1.23 2.58 0.55
H -0.35 0.09 -0.41
H 1.31 2.02 -0.45
H 3.05 0.80 0.97
H 3.62 1.67 -0.45
H 3.48 -0.07 -0.54
C -4.79 3.98 5.66
O -4.23 3.70 4.40
C -4.51 2.39 3.90
C -5.41 2.47 2.69
N -6.76 2.92 3.05
C -7.60 3.24 1.90
C -7.18 4.41 1.02
O -7.26 5.68 1.66
C -6.11 6.05 2.39
H -4.41 4.94 5.99
H -5.89 4.04 5.61
H -4.51 3.22 6.40
H -4.95 1.76 4.68
H -3.56 1.95 3.60
H -5.47 1.48 2.22
H -4.93 3.15 1.98
H -6.68 3.74 3.63
H -8.60 3.46 2.29
H -7.69 2.35 1.28
H -7.89 4.46 0.19
H -6.19 4.27 0.57
H -5.19 5.64 1.96
H -6.18 5.74 3.44
H -6.04 7.14 2.38
C 10.45 -0.83 -2.35
O 9.68 -1.96 -2.00
C 9.93 -2.46 -0.70
C 8.74 -2.25 0.21
N 8.56 -0.83 0.52
C 7.31 -0.52 1.21
C 6.00 -0.76 0.46
O 5.81 0.09 -0.65
C 6.38 -0.36 -1.87
H 10.26 -0.62 -3.40
H 10.18 0.05 -1.76
H 11.52 -1.03 -2.22
H 10.84 -2.01 -0.27
H 10.11 -3.54 -0.80
H 8.90 -2.80 1.14
H 7.86 -2.68 -0.29
H 8.59 -0.31 -0.34
H 7.35 0.54 1.47
H 7.28 -1.08 2.15
H 5.19 -0.53 1.15
H 5.87 -1.81 0.17
H 6.39 -1.45 -1.93
H 7.39 0.03 -2.01
H 5.76 0.03 -2.68
C -2.10 -2.45 -0.86
O -2.31 -1.74 -2.07
C -1.25 -1.87 -3.01
C -1.70 -2.66 -4.22
N -1.92 -4.06 -3.88
C -2.59 -4.83 -4.93
C -4.02 -4.45 -5.30
O -4.96 -4.69 -4.28
C -5.11 -3.64 -3.33
H -2.91 -2.19 -0.18
H -2.12 -3.54 -1.03
H -1.14 -2.19 -0.40
H -0.36 -2.32 -2.55
H -0.97 -0.87 -3.33
H -0.93 -2.60 -5.00
H -2.61 -2.18 -4.60
H -2.49 -4.11 -3.04
H -2.60 -5.88 -4.60
H -1.97 -4.80 -5.83
H -4.32 -5.09 -6.14
H -4.09 -3.42 -5.66
H -4.93 -2.66 -3.78
H -4.45 -3.78 -2.47
H -6.14 -3.68 -2.96
*
```

These are the Löwdin partial charges, in e, on atoms 1 to 6:
1 C -0.152
2 C -0.277
3 Ga 0.295
4 N -0.133
5 C -0.759
6 Br 0.641

---

The highest HOMO belongs to which entry?
C23H56BFN7O3P2

---

Which of these has the lowest F_max?
C23H55N4O15S5

---

Which formula does entry 2 have?
C23H56BFN7O3P2